ORCA calculation (ωB97M-V with the def2-TZVPD basis set) on a structure of composition C29H30Cl3F3GeN10O6PSbScTe at a distorted geometry.

Results
**Kohn-Sham gap (spin up / spin down)**: 7.26 / 6.56 eV
**ΔE to the lowest compared entry with this formula, charge and spin**: 27.1 kcal/mol
**HOMO level (spin up / spin down)**: -3.67 / -3.69 eV
**LUMO (spin up / spin down)**: 0.132 / 0.105 Ha

Geometry as ORCA input:
```
! RIJCOSX wB97M-V def2-TZVPD def2/J DEFGRID3
* xyz -2 2
C 6.000 -0.906 -1.944
C -1.288 -3.254 -0.588
H -0.735 -5.316 -0.440
N 1.484 -0.718 1.593
N -2.422 2.634 3.612
O -4.527 -0.519 -1.393
C 3.968 1.445 0.845
C 4.214 0.084 0.635
N -1.748 1.851 1.671
C 3.501 -5.649 0.438
Cl 0.114 5.725 -1.675
C 4.338 -1.515 -3.544
H 0.028 -2.150 -1.529
C 6.999 -1.122 -2.891
C 3.279 -3.943 -1.199
C 5.657 1.514 2.517
N -0.415 1.386 3.584
H 6.292 -0.564 -0.958
C 3.334 -3.374 1.123
H -5.376 2.980 -1.940
H -6.497 4.004 0.024
H 8.045 -0.961 -2.661
Cl 1.323 2.468 -1.871
C 0.419 0.468 2.988
C -5.757 -1.249 -1.325
H -5.159 -2.479 -2.983
H 5.407 -1.593 1.269
Te -4.486 -0.421 1.875
P -4.064 0.555 -0.301
O -5.146 1.703 -0.345
H -4.964 3.980 0.922
O -1.584 -1.092 0.500
H -2.117 -2.505 -2.448
H -1.518 -4.176 -2.514
H 4.488 3.221 1.969
H -3.062 -3.808 -1.694
Cl 0.669 3.655 1.042
H 3.189 1.957 0.286
H -6.076 -1.038 -3.448
C 3.259 -2.961 -0.208
H -5.152 5.049 -0.487
H 5.073 -2.057 -5.513
Sc -0.814 0.742 -0.023
H 3.296 -1.639 -3.833
C -2.052 -3.448 -1.898
C 4.652 -1.114 -2.239
O -3.232 -2.562 0.616
N 0.549 0.271 1.679
O 0.033 -2.829 -0.834
C 3.400 -5.293 -0.889
C -5.988 -1.829 -2.701
N 1.212 -0.309 3.698
C -4.877 2.984 -0.971
O -2.727 1.004 -0.858
N 1.870 -1.037 2.772
C 5.199 -0.537 1.402
H -0.408 1.394 4.588
H -0.526 -4.402 1.061
H -5.663 -2.036 -0.577
H 3.189 -3.665 -2.245
F 3.633 -6.967 0.752
N -0.338 -0.635 -3.131
H -2.162 -4.877 0.542
H 3.249 -2.650 1.925
H 3.525 -5.051 2.485
C 5.319 -1.743 -4.506
F 7.606 -1.765 -5.077
Sb 2.977 -0.903 -0.819
C -1.509 1.934 2.967
C -0.390 -0.091 -2.109
C 6.633 -1.546 -4.149
H 6.692 -0.302 2.955
C 3.464 -4.723 1.454
H -6.910 -2.416 -2.700
H 3.411 -6.056 -1.657
C 5.931 0.174 2.348
C -5.409 4.071 -0.069
H -3.808 3.098 -1.129
N -2.898 2.560 1.500
C -2.085 -2.238 0.249
Ge -0.427 3.660 -0.963
C -1.181 -4.552 0.200
N -3.281 3.013 2.640
C 4.689 2.171 1.790
F 6.370 2.211 3.442
H -6.573 -0.588 -1.030
*
```

Atomic partial charges in e from the Mulliken method, atoms 1 to 8:
1 C -0.07
2 C 1.76
3 H 0.44
4 N 0.63
5 N -0.90
6 O -0.20
7 C -0.53
8 C 0.34

---

ORCA calculation (ωB97M-V with the def2-TZVPD basis set) on an isolated molecule of C5H8.

Results
**Kohn-Sham gap (spin up / spin down)**: 7.75 / 7.80 eV
**ΔE to the lowest compared entry with this formula, charge and spin**: 94.4 kcal/mol
**HOMO level (spin up / spin down)**: -8.05 / -8.49 eV
**LUMO (spin up / spin down)**: -0.011 / -0.025 Ha

Geometry as ORCA input:
```
! RIJCOSX wB97M-V def2-TZVPD def2/J DEFGRID3
* xyz 0 1
C 0.096 0.303 0.943
H -3.090 -0.212 0.630
C -2.183 0.060 0.058
C 1.023 -0.132 -1.273
C -1.185 0.727 0.817
C 0.804 -0.735 0.122
H 1.540 -0.839 -1.926
H 1.616 0.787 -1.212
H 0.691 0.868 1.659
H 0.056 0.120 -1.718
H 1.769 -0.977 0.585
H 0.234 -1.663 0.037
H -1.372 1.693 1.277
*
```

Atomic partial charges in e from the Mulliken method, atoms 1 to 8:
1 C -0.29
2 H 0.26
3 C -0.69
4 C -1.02
5 C -0.03
6 C -0.42
7 H 0.30
8 H 0.32

---

ORCA calculation (ωB97M-V with the def2-TZVPD basis set) on a structure of composition C3H7N7O19Pb at a distorted geometry.

Results
**Kohn-Sham gap**: 5.20 eV
**HOMO level**: 2.88 eV
**LUMO**: 0.297 Ha

Geometry as ORCA input:
```
! RIJCOSX wB97M-V def2-TZVPD def2/J DEFGRID3
* xyz -4 1
O -21.624 -8.546 15.824
O -17.349 -5.097 20.918
H -14.988 -11.830 17.295
O -15.632 -6.485 16.413
O -17.149 -9.551 17.509
H -14.600 -8.929 17.403
O -15.556 -3.884 20.270
N -15.320 -10.877 17.350
C -17.563 -11.796 17.014
Pb -17.870 -7.185 18.108
O -16.114 -5.060 14.807
O -20.766 -10.032 17.122
O -14.025 -8.528 21.064
C -16.630 -10.633 17.294
O -16.458 -5.321 19.020
O -17.704 -6.052 15.850
H -16.955 -12.503 16.450
H -18.377 -11.294 16.490
H -17.915 -12.393 17.855
N -21.112 -4.961 18.289
O -18.923 -8.162 20.166
N -20.799 -8.906 16.679
O -20.253 -6.873 21.242
N -16.495 -5.902 15.676
C -14.228 -9.947 17.521
H -13.579 -10.042 16.650
N -16.430 -4.774 20.185
N -19.987 -7.992 20.839
O -20.824 -8.851 21.048
O -19.914 -8.065 17.028
O -21.762 -5.274 17.259
N -14.460 -7.953 20.001
H -13.756 -10.201 18.471
O -13.740 -7.266 19.294
O -21.601 -4.272 19.162
O -19.995 -5.444 18.498
O -15.665 -8.058 19.695
*
```

Atomic partial charges in e from the Mulliken method, atoms 1 to 8:
1 O -0.67
2 O -0.58
3 H 0.19
4 O -0.58
5 O -0.49
6 H 0.14
7 O -0.74
8 N -0.14

---

ORCA calculation (ωB97M-V with the def2-TZVPD basis set) on an isolated molecule of C25H25N3O3.

Results
**Kohn-Sham gap**: 8.38 eV
**ΔE to the lowest compared entry with this formula, charge and spin**: 0.9 kcal/mol
**HOMO level**: -7.70 eV
**LUMO**: 0.025 Ha
**SMILES**: O=C(c1cccc(N2C(=O)[C@H]3CC=CC[C@H]3C2=O)c1)N1CCN(c2ccccc2)CC1

Geometry as ORCA input:
```
! RIJCOSX wB97M-V def2-TZVPD def2/J DEFGRID3
* xyz 0 1
O -2.220 2.004 -1.218
H -4.841 3.871 1.478
H 0.900 2.358 2.767
C 4.088 -2.617 -2.596
N -3.844 -0.580 1.151
C -4.561 -0.755 -0.090
C 1.858 0.357 0.229
H 3.241 -3.295 -2.703
H 4.674 0.532 -3.845
H -3.852 -0.935 -2.157
N -2.334 -0.229 -0.906
H -2.804 2.008 4.732
C -2.664 -1.420 1.197
C 1.943 1.082 1.410
C 4.264 0.084 -0.298
C 4.203 -2.190 -1.120
H -1.223 2.272 1.503
H -3.792 4.036 3.712
C -4.410 1.801 1.246
C 2.841 -1.707 -0.656
C 3.933 -1.404 -3.460
C -1.956 -1.421 -0.182
C 0.836 1.782 1.856
O 1.817 -2.339 -0.641
H -2.279 -2.277 -0.782
H 6.574 -1.143 -2.500
H 4.998 -3.156 -2.877
H 2.870 1.104 1.961
H -4.762 -1.827 -0.188
C 4.740 -0.373 -3.264
O 4.612 1.180 0.046
H 6.219 0.513 -1.979
H 5.935 -1.235 -0.179
C -0.438 0.997 -0.022
H -4.000 0.749 -1.603
H 4.480 -3.062 -0.521
C -1.738 0.985 -0.763
C -3.827 0.656 1.793
H -4.861 1.780 0.268
C -3.728 -0.264 -1.302
H -0.877 -1.484 -0.057
C -4.396 2.999 1.935
H -2.950 -2.443 1.471
H 3.163 -1.401 -4.214
H 0.633 -0.214 -1.433
C 5.777 -0.461 -2.187
C -3.251 1.961 3.749
C 5.140 -1.005 -0.893
C -0.354 1.738 1.151
H -5.520 -0.240 -0.036
C 0.678 0.328 -0.501
H -2.852 -0.116 3.551
C -3.266 0.758 3.071
H -1.976 -1.038 1.950
N 2.967 -0.396 -0.235
C -3.809 3.095 3.184
*
```

Atomic partial charges in e from the Mulliken method, atoms 1 to 8:
1 O -0.66
2 H 0.37
3 H 0.41
4 C -0.91
5 N 0.00
6 C -0.86
7 C 0.11
8 H 0.47

---

ORCA calculation (ωB97M-V with the def2-TZVPD basis set) on a cluster of 2 separate species, C4H6NO3 in total at a distorted geometry.

Results
**Kohn-Sham gap**: 5.32 eV
**ΔE to the lowest compared entry with this formula, charge and spin**: 162.9 kcal/mol
**HOMO level**: -4.47 eV
**LUMO**: 0.031 Ha

Geometry as ORCA input:
```
! RIJCOSX wB97M-V def2-TZVPD def2/J DEFGRID3
* xyz -1 1
C 0.913 -0.116 0.695
H 0.274 -0.978 0.842
N 2.245 -0.312 1.217
O -2.595 0.593 -0.743
H -0.071 1.494 1.819
H 2.194 -1.373 -0.701
C 1.936 -0.332 -0.497
H -1.543 -1.038 -1.306
C -2.105 -0.525 -0.448
C 0.331 1.291 0.727
H 1.150 2.001 0.622
H -0.444 1.262 -0.018
O -2.292 -1.221 0.661
O 1.923 0.491 -1.498
*
```

Atomic partial charges in e from the Mulliken method, atoms 1 to 8:
1 C 0.28
2 H 0.42
3 N -0.55
4 O -0.65
5 H 0.28
6 H 0.38
7 C 0.06
8 H 0.27